ORCA calculation (ωB97M-V/def2-TZVPD) on a single C6H10Cl2Si molecule.

The geometry in XYZ format:
```
19
C6H10Cl2Si | the OMol25 dataset | ωB97M-V/def2-TZVPD
C 2.228 -1.112 -1.021
C 1.142 0.079 -0.586
C 2.635 0.242 -0.700
C -1.156 1.649 1.267
C -0.570 -1.546 1.214
C -1.655 0.079 -1.400
Si -0.581 0.068 0.165
Cl 3.632 0.578 0.701
Cl 3.353 1.312 -2.073
H 2.334 -1.977 -1.520
H -1.746 2.458 0.783
H -1.921 1.292 1.924
H -0.346 2.026 1.884
H -1.563 -2.131 1.027
H 0.303 -2.082 1.033
H -0.518 -1.394 2.332
H -1.854 1.118 -1.466
H -1.128 -0.242 -2.314
H -2.590 -0.418 -1.249
```

Properties
Spin multiplicity: 1
Energy relative to the best compared isomer or geometry (same formula, charge and spin), kcal/mol: 162.6
Energy, Ha: -1444.3447
Lowest unoccupied orbital energy, eV: -0.8
Kohn-Sham gap, eV: 8.535
SMILES: C[Si](C)(C)C1=CC1(Cl)Cl
HOMO, hartree: -0.3418
Maximum force, eV/A: 11.28